Formula: C7H13NOOsP
Source: OMol25
Level of theory: ωB97M-V/def2-TZVPD

The geometry in XYZ format:
```
24
C7H13NOOsP | OMol25 | ωB97M-V/def2-TZVPD
C 0.10620 0.86157 -0.81033
C 0.25772 2.38124 -0.94667
C -0.79806 3.04747 -0.30512
C -1.57753 2.07722 0.38422
C -1.15082 0.75608 0.05376
Os 0.54501 -1.01234 0.44491
P 1.13591 -2.27384 -1.21866
H 0.18677 0.28922 -1.75987
H 1.12321 2.81392 -1.44622
H -0.99026 4.11379 -0.31494
H -1.84853 -0.07266 -0.07529
H -2.37918 2.28868 1.06249
H 2.46653 -2.71318 -1.24332
H 1.06635 -1.64767 -2.52100
H 0.51402 -3.50250 -1.52201
C 1.34392 -1.50849 3.50096
C 0.55052 -0.70783 2.50236
N 1.00646 0.58937 2.37130
O -0.67901 -1.03987 2.16445
H 1.43322 -0.92099 4.42904
H 2.34644 -1.70905 3.09109
H 0.85325 -2.46198 3.72604
H 0.36037 1.36558 2.21250
H 1.84151 0.81426 2.90238
```

Output
Total charge   +1
E_HOMO (alpha / beta)   -11.07 / -11.95 eV
⟨S²⟩   6.04
DFT total energy   -836.0617 Eh
Spin multiplicity   5
LUMO level (alpha / beta)   -3.7 / -5.9 eV

---

Formula: C2H5N2OS2
Source: OMol25
Level of theory: ωB97M-V/def2-TZVPD

The geometry in XYZ format:
```
12
C2H5N2OS2 | OMol25 | ωB97M-V/def2-TZVPD
C -0.92567 1.23112 0.05586
C -1.62222 -0.06459 -0.15316
N 0.33101 1.30379 0.17264
N 1.76872 -1.04234 -0.04602
O -1.76111 2.09127 0.07500
S -2.71678 -0.77654 -1.17159
S -2.35951 -1.17225 0.88760
H 0.83001 0.39125 0.16534
H 0.66707 2.29305 0.33240
H 2.07888 -1.26398 -1.03350
H 1.15419 -1.75981 0.26776
H 2.55540 -1.23097 0.44767
```

Output
Total charge   +1
E_HOMO   -14.51 eV
DFT total energy   -1059.9974 Eh
Spin multiplicity   1
LUMO level   -6.5 eV

---

Formula: C6H12O
Source: OMol25
Level of theory: ωB97M-V/def2-TZVPD

The geometry in XYZ format:
```
19
C6H12O | OMol25 | ωB97M-V/def2-TZVPD
C -1.59938 -0.98387 -0.73622
C -0.81524 0.17174 -0.11648
C -1.69292 1.05468 0.77025
C 0.34710 -0.34849 0.69984
O 1.40659 -0.99333 -0.00574
C 1.56494 0.42910 0.93778
C 2.40357 0.13091 -0.86780
H -2.40800 -0.61542 -1.37710
H -0.94582 -1.62005 -1.34260
H -2.05185 -1.61029 0.04342
H -0.39998 0.79369 -0.91981
H -2.11239 0.47744 1.60453
H -2.53106 1.47238 0.20168
H -1.11342 1.88536 1.18828
H 0.04630 -1.03699 1.49623
H 2.10153 0.04035 1.81601
H 1.80869 0.87171 -1.39242
H 2.67919 -0.69405 -1.53591
H 3.31216 0.57514 -0.46397
```

Output
E_HOMO   -8.00 eV
DFT total energy   -310.8387 Eh
Spin multiplicity   1
LUMO level   1.0 eV

---

Formula: C9H11NO2
Source: OMol25
Level of theory: ωB97M-V/def2-TZVPD

The geometry in XYZ format:
```
23
C9H11NO2 | OMol25 | ωB97M-V/def2-TZVPD
C -1.74081 -1.62198 -1.46880
N -1.03537 -1.19551 -0.27159
C -1.73856 -1.52246 0.97382
C -0.58962 0.09804 -0.40645
C -1.37506 1.25415 -0.47784
C -1.01153 2.62084 -0.28619
C 0.28606 2.76026 -0.16406
C 1.20915 1.68421 -0.06611
C 0.72115 0.28526 0.00612
C 1.72332 -0.66124 0.37174
O 2.89056 -0.37201 0.53764
O 1.40769 -1.98076 1.01590
H -2.06839 -2.65501 -1.23752
H -2.52156 -0.96558 -1.87281
H -0.98524 -1.81598 -2.27430
H -2.65715 -0.81586 1.29649
H -1.00507 -1.55240 1.89322
H -1.87594 -2.65150 1.06227
H -2.57254 1.34194 -0.64167
H -1.67998 3.39073 -0.29998
H 0.69638 3.78685 -0.10250
H 2.16840 1.75063 0.21428
H 0.45806 -2.00560 0.54203
```

Output
E_HOMO   -9.44 eV
SMILES   CN(C)c1ccccc1C(=O)O
DFT total energy   -554.6686 Eh
Spin multiplicity   1
LUMO level   -0.2 eV

---

Formula: CH2N2O3S2
Source: OMol25
Level of theory: ωB97M-V/def2-TZVPD

The geometry in XYZ format:
```
10
CH2N2O3S2 | OMol25 | ωB97M-V/def2-TZVPD
O -0.31091 -1.23687 0.59046
C -0.32897 -0.09592 0.19511
N 0.81930 0.73289 0.06857
S 2.21874 0.09461 0.00767
O 3.28977 1.03055 0.06731
O 2.36789 -1.17322 -0.59418
N -1.39551 0.62984 -0.12341
S -2.92729 -0.16263 -0.08627
H -1.21711 1.58862 -0.18187
H -2.51592 -1.40787 0.05660
```

Output
E_HOMO   -9.23 eV
SMILES   O=C(N=S(=O)=O)NS
DFT total energy   -1170.8367 Eh
Spin multiplicity   1
LUMO level   -1.8 eV

---

Formula: C3H4N2O2
Source: OMol25
Level of theory: ωB97M-V/def2-TZVPD

The geometry in XYZ format:
```
11
C3H4N2O2 | OMol25 | ωB97M-V/def2-TZVPD
N 2.68985 -0.48122 0.46865
C 1.40663 -0.09128 0.90058
C 0.27967 0.13377 0.13955
N -0.86823 0.30075 -0.28104
C -2.00249 0.26860 -1.13912
O -1.93466 -0.44526 -2.09003
O -3.08741 0.94089 -0.72326
H 2.62096 -0.76465 -0.47860
H 2.89923 -1.25839 1.06559
H 1.08169 0.35228 1.90194
H -3.08524 1.04452 0.23574
```

Output
E_HOMO   -7.81 eV
SMILES   NC=C=NC(=O)O
DFT total energy   -376.6219 Eh
Spin multiplicity   1
LUMO level   0.1 eV

---

Formula: C2H2O3S
Source: OMol25
Level of theory: ωB97M-V/def2-TZVPD

The geometry in XYZ format:
```
8
C2H2O3S | OMol25 | ωB97M-V/def2-TZVPD
C -0.04859 0.10944 0.68129
C -1.34501 -0.06386 0.03413
O 2.29537 0.96082 -0.26282
O 1.92547 -1.44704 -0.11924
O -0.85229 1.35084 0.07438
S 1.42519 -0.13128 -0.32606
H -1.43068 -0.49668 -0.92931
H -1.96945 -0.28226 0.84762
```

Output
E_HOMO (alpha / beta)   -9.19 / -11.85 eV
⟨S²⟩   2.01
DFT total energy   -701.0785 Eh
Spin multiplicity   3
LUMO level (alpha / beta)   0.7 / -3.4 eV

---

Formula: C8H16O3
Source: OMol25
Level of theory: ωB97M-V/def2-TZVPD

The geometry in XYZ format:
```
27
C8H16O3 | OMol25 | ωB97M-V/def2-TZVPD
C 2.54383 2.23475 -0.22482
C 1.29990 1.88895 0.70629
C 1.15723 0.37212 0.83602
C 0.57467 -0.14904 -0.34682
C -0.79810 0.02784 -0.92184
C -1.94787 0.43880 -0.00113
C -3.22552 1.10610 -0.62660
C 1.03514 -1.68572 -0.24647
H 3.56359 3.16515 0.12184
H 1.98940 2.64065 -1.34730
H 3.27156 0.78108 -0.81492
H 1.35531 2.45880 1.61120
H 0.45288 2.10368 0.09562
H 0.51867 0.49761 1.76160
H 2.01519 -0.12279 1.00153
H 1.49166 0.38444 -0.92939
H -0.74006 1.14320 -1.40414
H -1.12896 -0.86915 -1.47282
H -1.65042 1.17986 0.79960
H -3.53442 0.56348 -1.72857
H -4.07594 0.48213 0.22427
H -3.25340 2.51270 -0.70899
H -2.83763 -0.20941 1.41907
H -0.57184 -1.64962 0.92050
O -2.29774 -0.69123 0.82817
O 0.16785 -2.22165 0.47892
O 2.04223 -2.14520 -0.63171
```

Output
E_HOMO   -9.50 eV
DFT total energy   -539.7845 Eh
Spin multiplicity   1
LUMO level   0.3 eV

---

Formula: C3H3FeO
Source: OMol25
Level of theory: ωB97M-V/def2-TZVPD

The geometry in XYZ format:
```
8
C3H3FeO | OMol25 | ωB97M-V/def2-TZVPD
H -1.59451 0.63139 -0.89056
O 0.41811 1.43196 0.07358
C -1.16855 0.07324 -0.05039
C -0.00474 -0.67994 -0.23703
C 1.04079 0.32727 -0.18482
H -1.81811 -0.11250 0.81011
H 0.14966 -1.68656 0.15565
Fe 2.97735 0.01515 0.32346
```

Output
Total charge   +2
E_HOMO (alpha / beta)   -20.13 / -20.47 eV
⟨S²⟩   8.78
DFT total energy   -1454.0827 Eh
Spin multiplicity   6
LUMO level (alpha / beta)   -11.4 / -12.6 eV

---

Formula: C6H11IN
Source: OMol25
Level of theory: ωB97M-V/def2-TZVPD

The geometry in XYZ format:
```
19
C6H11IN | OMol25 | ωB97M-V/def2-TZVPD
C -1.16010 1.11319 0.10554
C -1.22948 -0.13573 0.55898
C 0.99951 2.17770 0.41756
C -0.17316 2.10623 -0.14541
C -0.11447 -0.98848 0.54556
C -0.51566 -2.39550 0.99733
N 1.14259 -0.71125 0.15351
I 0.12046 0.01145 -3.29786
H -2.13262 1.55170 -0.04281
H -2.03760 -0.65950 0.92563
H 1.71068 2.97886 0.20690
H 1.38457 1.84796 1.38593
H -0.52999 2.92945 -0.75026
H -1.20394 -3.03104 0.41632
H -1.05377 -2.06839 1.85227
H 0.34588 -3.01732 1.12216
H 1.39760 -0.36096 -4.25448
H 1.27855 0.14075 -0.23229
H 1.77091 -1.48910 0.03541
```

Output
Total charge   +1
E_HOMO   -13.24 eV
DFT total energy   -587.3299 Eh
Spin multiplicity   1
LUMO level   -5.4 eV

---

Formula: C5H7CsO3
Source: OMol25
Level of theory: ωB97M-V/def2-TZVPD

The geometry in XYZ format:
```
16
C5H7CsO3 | OMol25 | ωB97M-V/def2-TZVPD
O -0.26739 0.97699 -0.42446
C 0.17531 -0.19385 -0.05803
O -0.25571 -0.80314 0.94818
Cs -2.80929 -3.06400 2.91375
O 1.39185 -0.37068 -0.45619
C -1.68547 1.23269 -0.40746
H -2.21918 0.37062 -0.83467
H -1.96406 1.37817 0.65362
C -1.95348 2.45252 -1.19699
H -1.19740 3.23279 -1.28278
H -2.86470 2.50761 -1.79070
C 2.28900 -1.49141 0.32791
C 3.64711 -1.64199 0.18542
H 1.92769 -2.47116 -0.07555
H 1.53599 -1.39409 1.35036
H 4.24972 -0.72108 0.14761
```

Output
Total charge   +1
E_HOMO (alpha / beta)   -11.06 / -11.78 eV
⟨S²⟩   0.75
DFT total energy   -440.1075 Eh
Spin multiplicity   2
LUMO level (alpha / beta)   -3.9 / -3.9 eV

---

Formula: C44H45AsNO7OsS6SeTe
Source: OMol25
Level of theory: ωB97M-V/def2-TZVPD

The geometry in XYZ format:
```
107
C44H45AsNO7OsS6SeTe | OMol25 | ωB97M-V/def2-TZVPD
Os -0.41277 0.64782 -0.53220
S 1.12956 -0.00150 2.74713
C 1.01723 -1.62147 3.40165
C 0.93504 -1.66112 4.80156
C 0.74589 -2.84732 5.47217
C 0.61621 -4.02911 4.75141
C 0.73158 -3.99964 3.37389
C 0.97331 -2.81652 2.66525
As 1.18669 -2.84551 0.70142
C 3.13473 -2.59340 0.64006
C 3.76431 -2.80820 -0.58603
C 5.13544 -2.65916 -0.71927
C 5.90057 -2.26274 0.37193
C 5.28066 -2.02261 1.58837
C 3.90662 -2.19819 1.72503
C 1.27946 -4.82503 0.52373
C 2.42000 -5.61015 0.66965
C 2.35109 -6.99336 0.55951
C 1.13720 -7.61705 0.30340
C -0.00754 -6.84734 0.14890
C 0.06963 -5.46501 0.25384
H 0.97266 -0.72486 5.34863
H 0.66294 -2.84941 6.55270
H 0.41020 -4.96580 5.25445
H 0.62605 -4.93013 2.83487
H 3.16932 -3.09398 -1.44625
H 5.60818 -2.83905 -1.67772
H 6.97287 -2.14213 0.27116
H 5.86377 -1.69500 2.44104
H 3.44397 -2.03197 2.68911
H 3.37221 -5.14021 0.88376
H 3.24937 -7.58721 0.68468
H 1.08462 -8.69625 0.22079
H -0.96149 -7.32209 -0.04709
H -0.83138 -4.86898 0.14329
C -1.36096 -2.10217 -2.40458
C -2.37600 -1.46102 -1.46987
O -3.56841 -1.74518 -1.59552
N -1.87972 -0.62144 -0.52241
Te -3.76986 0.09492 0.81304
C -5.34218 0.38476 2.34878
C -6.51236 -0.33777 2.06331
C -6.73068 -1.03829 0.73971
C -7.51220 -0.44725 3.02473
C -7.37371 0.11500 4.28456
C -8.43714 -0.06175 5.33748
C -6.20968 0.81367 4.55912
C -5.19225 0.95592 3.61749
C -3.95959 1.71543 4.02820
C -3.28136 2.24232 0.62674
C -2.18725 3.00223 1.06920
C -1.17387 2.59763 2.11696
C -1.98802 4.28615 0.54540
C -2.82989 4.85666 -0.38463
C -2.56552 6.22023 -0.96340
C -3.93891 4.11787 -0.78030
C -4.16059 2.83681 -0.30938
C -5.38078 2.11122 -0.83540
H -1.79360 -2.16754 -3.40328
H -1.15108 -3.11417 -2.05115
H -0.42472 -1.54593 -2.44149
H -5.89692 -1.70089 0.49889
H -6.84010 -0.33107 -0.08632
H -7.63451 -1.64700 0.78315
H -8.41230 -1.00864 2.78924
H -9.40611 -0.27893 4.88543
H -8.53755 0.83555 5.95067
H -8.18574 -0.89073 6.00397
H -6.07387 1.25593 5.54245
H -4.17954 2.36354 4.87889
H -3.58153 2.32143 3.20886
H -3.17313 1.01593 4.31559
H -1.36757 1.62814 2.55306
H -1.16653 3.34621 2.91439
H -0.16846 2.58738 1.68403
H -1.12037 4.84426 0.88574
H -1.68367 6.67294 -0.50991
H -3.41741 6.88632 -0.80841
H -2.38594 6.14945 -2.03817
H -4.63131 4.54135 -1.50227
H -6.01147 2.80000 -1.39722
H -5.97818 1.69621 -0.01931
H -5.10211 1.29182 -1.50489
O -3.84205 -2.01546 1.68540
Se -2.34792 -1.90073 2.48567
O -2.63180 -2.05026 4.07363
O 0.87621 -0.12860 1.18081
O -2.39738 -0.09823 2.19090
C 3.47080 1.77725 -1.51315
C 2.06723 1.27951 -1.30910
O 1.70678 0.17580 -1.76722
O 1.24961 2.02132 -0.66497
H 3.60857 2.01817 -2.56904
H 4.16828 0.98476 -1.24811
H 3.65272 2.66415 -0.91151
C -1.31594 0.72760 -5.73003
S 0.29131 0.54901 -4.90908
C 0.47655 2.14840 -4.23660
C -0.28115 2.67906 -3.23267
S -1.53277 1.92789 -2.33918
S 0.03188 4.39053 -2.92682
C 1.05951 4.71602 -4.27392
S 1.55825 6.22410 -4.71668
S 1.60129 3.25593 -5.01335
H -1.49557 -0.19868 -6.27515
H -1.28978 1.56503 -6.42605
H -2.09274 0.87759 -4.98231
```

Output
Total charge   -2
E_HOMO (alpha / beta)   0.32 / -2.10 eV
⟨S²⟩   8.79
DFT total energy   -9670.0343 Eh
Spin multiplicity   6
LUMO level (alpha / beta)   3.7 / 2.7 eV

---

F_max values, unit eV/A, following the record order: 4.37, 3.89, 0.47, 6.90, 3.19, 5.32, 4.95, 7.85, 2.35, 5.83, 4.83, 2.43.
ΔE to the lowest compared entry with this formula, charge and spin values, unit eV, following the record order: 1.999, 2.271, 6.003, 3.882, 0.690, 3.862, 2.169, 9.956, 0.709, 1.728, 3.833, 0.000.